Computed, not measured: one molecule with the formula C7H14N4S, with ωB97M-V with the def2-TZVPD basis set.

The energy is -24278.943 eV. The energy above the lowest of the compared OMol25 structures with the same formula, charge and spin comes out at 0.000 eV.

Atoms and positions in Å:
S (-3.3171, -1.6900, -0.2451)
N (-1.5972, 0.4216, 0.2663)
N (-0.3241, 0.5895, 0.3702)
N (0.1744, -0.5632, -0.1339)
N (-0.7063, -1.4820, -0.4407)
C (2.2748, 0.6456, -0.5202)
C (-2.4862, 1.4482, 0.7640)
C (2.0418, -0.9242, 1.4269)
C (-1.8588, -0.8473, -0.2078)
C (-3.1111, 2.0631, -0.5066)
C (1.6344, -0.6928, -0.0147)
C (2.0619, -1.8849, -0.9246)
H (1.3683, -0.2326, 2.0230)
H (1.6856, 1.1085, -1.3346)
H (3.0795, -0.6071, 1.6605)
H (-3.1774, 0.8673, 1.3649)
H (3.1770, 0.1527, -1.0896)
H (-3.4169, 1.1605, -1.0093)
H (-4.0607, 2.6862, -0.1468)
H (3.0083, -2.3343, -0.5307)
H (-2.5839, 2.7741, -1.1201)
H (-1.7348, 2.0217, 1.2912)
H (2.5115, 1.5216, 0.1010)
H (1.2505, -2.6554, -0.8170)
H (2.1476, -1.6691, -2.0050)
H (1.9587, -1.8777, 1.7787)

These are the Löwdin partial charges, in e, on atoms 1 to 8:
1 S 0.492
2 N -0.145
3 N 0.177
4 N -0.121
5 N 0.126
6 C -0.047
7 C -0.165
8 C -0.035

Computed, not measured: an isolated ion of composition C7H14NO and charge -1, with ωB97M-V with the def2-TZVPD basis set.

The energy is -11018.097 eV. As for the total charge: -1. The energy above the lowest of the compared OMol25 structures with the same formula, charge and spin comes out at 2.359 eV.

Atoms and positions in Å:
O (0.1283, 2.2471, -1.0705)
N (-0.8765, 0.4788, 1.0737)
C (-1.6662, -1.3090, -0.9107)
C (-0.4093, -0.8711, 1.2795)
C (0.7317, -2.0037, -0.7534)
C (1.4169, 3.0901, -0.6073)
C (-0.5853, -1.8049, 0.0357)
C (0.8064, 1.5764, -0.1710)
C (0.1293, 1.4633, 1.1729)
H (0.8054, -3.0015, -1.1759)
H (-1.4166, -0.3609, -1.3726)
H (0.9355, 1.2394, 1.9095)
H (-1.0476, -1.3198, 2.0609)
H (0.9994, 4.0272, -0.9830)
H (1.5811, -1.7850, -0.1069)
H (1.2676, 3.3964, 0.4607)
H (0.6476, -0.9012, 1.5858)
H (0.7662, -1.2550, -1.5455)
H (-0.8948, -2.8008, 0.3713)
H (-2.6257, -1.2251, -0.4048)
H (-0.3285, 2.4461, 1.3270)
H (1.4319, 0.7325, -0.4739)
H (-1.7967, -2.0593, -1.7015)

These are the Löwdin partial charges, in e, on atoms 1 to 8:
1 O -0.120
2 N -0.107
3 C -0.122
4 C -0.323
5 C -0.103
6 C -0.065
7 C -0.426
8 C -0.368

Computed, not measured: a 3-piece molecular cluster, C7H14NO2 overall, with ωB97M-V with the def2-TZVPD basis set.

The energy is -13061.288 eV. As for the total charge: +1. The energy above the lowest of the compared OMol25 structures with the same formula, charge and spin comes out at 3.565 eV.

Atoms and positions in Å:
O (2.7669, -0.9819, -0.0981)
O (-0.3505, -0.1460, 2.1062)
N (-0.0486, 0.7177, -0.4719)
C (-2.6051, -1.1912, -2.7878)
C (-1.6915, -0.4561, -2.0297)
C (1.4349, 1.9364, -1.9116)
C (-0.9119, 0.2446, -1.4358)
C (0.2408, -1.6943, 3.8309)
C (1.0204, 1.3909, -0.6413)
C (0.4273, -0.9484, 2.5552)
H (1.3707, -1.0879, 2.0057)
H (0.6185, -2.6521, 3.9936)
H (0.0589, 0.1779, 0.4363)
H (0.8501, 1.5936, -2.7781)
H (-2.0624, -1.6135, -3.7059)
H (3.5064, -0.3815, -0.2069)
H (-0.7815, -1.4598, 4.1603)
H (2.4947, 1.7311, -2.0596)
H (0.9555, -1.1231, 4.5785)
H (2.8818, -1.6698, -0.6754)
H (1.6297, 1.6677, 0.1797)
H (1.6255, 3.0361, -1.7292)
H (-3.2924, -0.6042, -3.3047)
H (-3.0958, -2.0315, -2.2898)

These are the Löwdin partial charges, in e, on atoms 1 to 8:
1 O 0.002
2 O 0.028
3 N 0.103
4 C -0.077
5 C -0.033
6 C -0.012
7 C 0.008
8 C -0.020

Computed, not measured: a 2-piece molecular cluster, C7H14NO2P overall, with ωB97M-V with the def2-TZVPD basis set.

The energy is -22353.731 eV. Its spin multiplicity is 3. The energy above the lowest of the compared OMol25 structures with the same formula, charge and spin comes out at 3.151 eV.

Atoms and positions in Å:
P (-0.1871, 2.6753, 2.3005)
O (-0.4413, 2.6567, 0.6944)
O (-1.7891, 2.3099, 0.3163)
N (-0.5715, -1.0052, -0.3002)
C (1.0606, -0.6154, -2.1277)
C (0.4694, -1.5792, 0.5277)
C (2.1755, -1.2149, -1.2704)
C (1.8628, -1.0223, 0.2138)
C (-1.7708, 2.3178, 2.6826)
C (-0.2926, -1.2028, -1.7117)
C (-2.6190, 2.1972, 1.4517)
H (1.2484, -0.8114, -3.1838)
H (1.8871, 0.0430, 0.4574)
H (-0.3094, -2.2803, -1.9029)
H (-3.1204, 1.2213, 1.3987)
H (3.1292, -0.7444, -1.5159)
H (2.6120, -1.5279, 0.8264)
H (2.2608, -2.2835, -1.4861)
H (1.0331, 0.4679, -1.9821)
H (0.2138, -1.3982, 1.5765)
H (-3.3801, 2.9945, 1.4246)
H (-0.6338, -0.0040, -0.1196)
H (-2.1970, 2.2063, 3.6591)
H (0.4595, -2.6606, 0.3548)
H (-1.1001, -0.7397, -2.2843)

These are the Löwdin partial charges, in e, on atoms 1 to 8:
1 P 0.840
2 O -0.411
3 O -0.146
4 N -0.078
5 C -0.197
6 C -0.244
7 C -0.215
8 C -0.198

Computed, not measured: a 2-piece molecular cluster, C7H14NO3 overall, with ωB97M-V with the def2-TZVPD basis set.

The energy is -15119.617 eV. As for the total charge: -1. The energy above the lowest of the compared OMol25 structures with the same formula, charge and spin comes out at 0.778 eV.

Atoms and positions in Å:
O (-0.7280, -3.6613, 0.8897)
O (0.2339, 3.5794, 0.4053)
O (-0.8545, 1.7836, -0.3218)
N (0.6195, -1.8858, 0.7115)
C (1.5016, 0.2554, -0.1565)
C (1.5935, -2.7270, 0.0236)
C (-1.9783, -1.5728, 0.7609)
C (-0.4588, 2.9582, -0.4302)
C (-0.6552, -2.4346, 0.8908)
C (0.8882, -0.5033, 1.0514)
C (-1.1333, 3.8657, -1.5395)
H (2.5968, -2.1933, 0.1453)
H (-2.7789, -2.0072, 1.3721)
H (1.4876, -3.7659, 0.2703)
H (-1.0500, 3.5116, -2.5913)
H (-0.0962, 0.0417, 1.1195)
H (1.2810, -0.4640, 2.0753)
H (-0.7387, 4.8704, -1.5671)
H (1.4242, -2.6569, -1.0543)
H (-2.2281, 3.9547, -1.4252)
H (-1.6709, -0.5691, 0.9726)
H (-2.2698, -1.6962, -0.2610)
H (2.5910, 0.2954, -0.1149)
H (1.2861, -0.2604, -1.0849)
H (1.1372, 1.2818, -0.1417)

These are the Löwdin partial charges, in e, on atoms 1 to 8:
1 O -0.016
2 O -0.088
3 O -0.099
4 N -0.146
5 C -0.079
6 C -0.058
7 C 0.028
8 C -0.775

Computed, not measured: C7H14NO3 as an isolated structure, with ωB97M-V with the def2-TZVPD basis set.

The energy is -15115.555 eV. As for the total charge: -1. The energy above the lowest of the compared OMol25 structures with the same formula, charge and spin comes out at 4.840 eV.

Atoms and positions in Å:
O (2.9949, 0.6096, -0.4517)
O (-2.4081, -1.4582, 1.1979)
O (-3.0036, -3.5297, 0.4522)
N (0.9610, 0.9675, 0.4383)
C (1.8117, 0.7989, -0.7234)
C (-0.6293, -3.0175, 0.7938)
C (-1.0839, 1.8211, -1.2023)
C (-2.1495, -2.6457, 0.8000)
C (1.1950, 0.3614, -2.0195)
C (-0.4141, 1.4442, 0.2844)
C (1.5218, 1.4097, 1.6972)
H (-1.1178, 0.4143, 0.6182)
H (1.4946, 2.5053, 1.6951)
H (-0.4501, -3.3856, 1.8112)
H (1.0583, 1.2362, -2.6199)
H (1.6071, -0.5507, -2.7460)
H (-1.6588, 0.6080, -1.3543)
H (-0.3138, 1.7572, -1.9488)
H (-0.1989, -3.9809, 0.2487)
H (2.3173, 0.8690, 1.8387)
H (0.9232, 1.3801, 2.5943)
H (-1.7614, 2.7459, -1.0785)
H (-0.1684, -2.1725, 0.4302)
H (-0.7728, 1.9886, 1.1456)
H (0.2455, -0.1764, -1.9014)

These are the Löwdin partial charges, in e, on atoms 1 to 8:
1 O 0.015
2 O -0.142
3 O -0.137
4 N -0.123
5 C -0.433
6 C -0.059
7 C -0.075
8 C -0.750

Computed, not measured: one molecule with the formula C7H14NO3PS, with ωB97M-V with the def2-TZVPD basis set.

The energy is -35242.007 eV. The SMILES is CC(C)OC(=O)C1(N[P@H](O)=S)CC1. The energy above the lowest of the compared OMol25 structures with the same formula, charge and spin comes out at 1.608 eV.

Atoms and positions in Å:
S (2.6258, 0.6721, -2.4342)
P (0.7249, 0.9998, -2.2084)
O (-1.6987, -0.0502, 1.3000)
O (0.0670, 1.6869, -3.4681)
O (0.3297, 0.0046, 0.4031)
N (-0.3545, -0.6448, -2.0146)
C (-0.9955, -0.1104, 0.3035)
C (-1.3960, -0.4287, -1.0821)
C (-2.6948, -1.1788, -1.3191)
C (-2.6067, 0.2864, -1.6767)
C (0.9080, 0.1264, 1.7697)
C (0.6318, -1.1131, 2.5836)
C (2.4017, 0.1755, 1.4558)
H (2.9752, 0.3846, 2.3887)
H (0.0159, -0.7866, 3.3562)
H (0.6124, 1.0978, 2.1330)
H (0.2179, -1.2529, -1.5108)
H (2.5140, 1.0469, 0.6103)
H (-2.6826, -2.0688, -1.9377)
H (-3.1895, -1.3097, -0.3962)
H (-3.2064, 0.9687, -1.0900)
H (-2.3647, 0.5585, -2.6856)
H (-0.0377, -1.8419, 1.9746)
H (2.6742, -0.7882, 1.1052)
H (0.2991, 0.9974, -4.1197)
H (0.1918, 1.9396, -1.2617)
H (1.6271, -1.5897, 3.0576)

These are the Löwdin partial charges, in e, on atoms 1 to 8:
1 S 0.219
2 P 0.303
3 O 0.105
4 O -0.280
5 O -0.097
6 N -0.026
7 C -0.460
8 C -0.489

Computed, not measured: an isolated ion of composition C7H14NOS and charge +1, with ωB97M-V with the def2-TZVPD basis set.

The energy is -21847.704 eV. As for the total charge: +1. The energy above the lowest of the compared OMol25 structures with the same formula, charge and spin comes out at 3.544 eV.

Atoms and positions in Å:
S (2.6970, 0.3728, 0.7070)
O (3.4545, -0.8472, 0.5155)
N (1.0523, -0.0969, -0.1249)
C (-2.5189, -0.0915, 0.5826)
C (-1.5134, 1.0409, 0.7597)
C (-1.7861, -1.4792, 0.4944)
C (-0.7179, -1.6267, -0.6068)
C (-0.5590, 1.3591, -0.3959)
C (3.2450, 1.4451, -0.6129)
C (0.6029, -1.2957, -0.1482)
H (2.9832, 2.5698, -0.5046)
H (-3.0183, -0.0272, -0.2931)
H (-1.0149, -1.0759, -1.4461)
H (-2.5815, -2.2560, 0.4342)
H (4.2827, 1.6275, -0.5359)
H (-0.9088, 0.9057, 1.7240)
H (2.8830, 1.0207, -1.5634)
H (-1.3707, -1.7938, 1.4220)
H (-0.5191, -2.7475, -0.9091)
H (0.1715, 2.2932, -0.2530)
H (-3.0970, -0.1322, 1.4410)
H (-0.9278, 0.9684, -1.3533)
H (1.3218, -2.0116, 0.1233)
H (-2.1601, 1.8783, 0.5435)

These are the Löwdin partial charges, in e, on atoms 1 to 8:
1 S 0.945
2 O -0.457
3 N -0.086
4 C -0.157
5 C -0.205
6 C -0.153
7 C -0.156
8 C 0.153